Computed, not measured: an isolated ion of composition C11H10N3O and charge +1, with wB97M-V/def2-TZVPD.

The geometry in XYZ format:
```
25
Properties=species:S:1:pos:R:3:mulliken_charge:R:1
C -3.607 1.318 0.297 -0.365
C -2.936 1.640 -0.851 -0.626
C -2.940 0.542 1.302 -0.648
C -1.678 1.111 -1.146 -0.117
C -1.781 -0.103 0.960 -0.241
C 4.090 -0.076 0.292 -0.611
C 4.125 1.318 0.250 -0.363
C 2.673 -0.349 0.011 0.680
C -1.074 0.152 -0.311 0.557
C 2.051 0.903 0.012 0.176
C -0.002 -2.649 -0.373 -0.947
N 1.918 -1.487 -0.053 -0.768
N 0.718 -1.360 -0.443 1.052
N 0.094 -0.307 -0.761 -0.728
O 2.918 1.874 0.113 -0.244
H -4.511 1.635 0.648 0.463
H -3.484 2.281 -1.419 0.437
H -3.442 0.361 2.220 0.398
H -1.322 1.581 -2.086 0.347
H -1.174 -0.670 1.558 0.538
H 4.750 -0.910 0.357 0.446
H 5.023 2.015 0.342 0.364
H -0.514 -2.774 0.487 0.446
H -0.584 -2.657 -1.178 0.370
H 0.689 -3.388 -0.229 0.385
```

Its charge is +1. The calculation puts the frontier orbital gap (spin up / spin down) at 6.629 / 7.051 eV. For the HOMO energy (spin up / spin down), the calculation gives -13.0 / -12.4 eV. The relative energy (zero: lowest compared OMol25 entry of this formula, charge and spin) is 138.0 kcal/mol. For the LUMO energy (spin up / spin down), the calculation gives -6.3 / -5.3 eV.


Computed, not measured: C4H3DyLi2O2 as an isolated structure, with wB97M-V/def2-TZVPD.

The geometry in XYZ format:
```
12
Properties=species:S:1:pos:R:3:mulliken_charge:R:1
C 1.786 -0.392 0.331 0.080
O 2.183 -1.553 0.699 -0.813
Dy -0.595 -0.451 -2.223 1.309
Li 1.586 -3.068 1.353 0.877
H 2.370 0.575 0.522 0.311
C 0.481 0.062 0.313 0.257
C -0.081 1.387 -0.049 -0.601
C -1.315 1.443 -0.629 -0.717
O -2.090 0.327 -0.985 -0.867
Li -2.387 0.074 0.932 0.886
H -0.143 -0.797 0.645 -0.124
H -1.794 2.393 -0.907 0.402
```

Its charge is +1. The calculation puts the frontier orbital gap (spin up / spin down) at 5.421 / 4.996 eV. For the HOMO energy (spin up / spin down), the calculation gives -9.4 / -9.4 eV. As for the spin multiplicity: 7. For the LUMO energy (spin up / spin down), the calculation gives -4.0 / -4.4 eV.


Computed, not measured: C34H39N7O2Ti as an isolated structure, with wB97M-V/def2-TZVPD.

The geometry in XYZ format:
```
83
Properties=species:S:1:pos:R:3:mulliken_charge:R:1
Ti 0.286 -0.242 0.408 -1.514
C -1.320 -1.107 2.807 -0.768
C -1.742 0.348 2.569 -0.615
N -0.672 1.033 1.804 0.075
C -1.076 2.158 0.923 -1.621
C -1.724 1.609 -0.385 0.576
C -3.196 2.086 -0.605 -0.843
C -3.305 1.252 -2.597 0.038
C -2.344 0.110 -2.761 -2.254
C -1.536 -0.349 -1.798 1.788
C -0.632 -1.571 -2.065 -2.344
N 0.222 -1.968 -0.895 0.475
C -0.159 -3.220 -0.164 -0.868
C -0.358 -2.978 1.349 -0.157
N -1.008 -1.668 1.474 -0.124
N -1.413 0.210 -0.522 0.722
H -2.121 -1.653 3.310 0.530
H -0.422 -1.155 3.428 0.228
H -1.947 0.858 3.511 0.530
H -2.652 0.367 1.966 0.248
H 0.059 1.321 2.445 0.072
H -0.175 2.692 0.638 0.443
H -1.748 2.858 1.426 0.393
H -3.574 2.773 0.151 0.161
H -3.863 1.420 -3.515 0.628
H -2.300 -0.363 -3.736 0.366
H 0.020 -1.334 -2.904 0.415
H -1.260 -2.410 -2.367 0.444
H 1.192 -2.021 -1.195 0.357
H 0.586 -3.997 -0.325 0.441
H -1.096 -3.577 -0.591 0.276
H 0.588 -2.940 1.885 -0.218
H -0.949 -3.794 1.774 0.565
H -1.862 -1.668 0.921 0.282
C 2.966 -2.656 2.571 -1.897
C 2.612 -1.469 3.431 1.678
C 2.704 -1.614 4.812 -0.983
C 2.501 -0.545 5.672 -0.959
C 2.255 0.707 5.140 -0.945
C 2.156 0.891 3.762 1.266
C 2.032 2.301 3.225 -1.884
C 2.260 -0.214 2.905 -0.336
N 1.939 -0.032 1.527 1.383
C 2.937 -0.176 0.565 0.088
O 4.074 -0.602 0.774 -0.782
C 2.480 0.222 -0.785 0.045
C 3.349 0.021 -1.865 -0.596
C 3.032 0.518 -3.096 -1.108
C 1.818 1.246 -3.233 -0.478
C 0.945 1.396 -2.212 0.365
N 1.208 0.827 -0.947 1.020
C -0.331 2.136 -2.529 0.493
O -0.512 2.554 -3.660 -0.772
N -1.303 2.424 -1.572 0.021
C -2.695 2.599 -1.981 1.203
C -3.212 3.895 -2.518 0.041
C -2.243 4.965 -2.938 -1.554
C -4.532 4.104 -2.545 -0.841
C -5.586 3.195 -2.064 -0.964
C -5.476 1.969 -1.540 -1.332
C -4.210 1.164 -1.317 2.832
C -4.548 -0.201 -0.745 -1.628
H 2.611 -3.585 3.027 0.531
H 4.048 -2.715 2.460 0.378
H 2.579 -2.577 1.558 0.261
H 2.956 -2.589 5.216 0.451
H 2.569 -0.683 6.744 0.404
H 2.162 1.567 5.796 0.451
H 2.871 2.903 3.578 0.493
H 1.124 2.804 3.574 0.355
H 2.052 2.320 2.136 0.146
H 4.282 -0.487 -1.658 0.546
H 3.704 0.407 -3.936 0.405
H 1.542 1.701 -4.174 0.551
H -1.397 4.545 -3.474 0.224
H -1.854 5.485 -2.058 0.305
H -2.743 5.702 -3.568 0.457
H -4.879 5.054 -2.940 0.398
H -6.594 3.593 -2.136 0.372
H -6.398 1.485 -1.228 0.357
H -5.306 -0.105 0.038 0.525
H -3.669 -0.687 -0.321 -0.108
H -4.954 -0.854 -1.522 0.394
```

Its charge is 0. The calculation puts the frontier orbital gap (spin up / spin down) at 5.507 / 5.495 eV. For the HOMO energy (spin up / spin down), the calculation gives -5.4 / -5.4 eV. The relative energy (zero: lowest compared OMol25 entry of this formula, charge and spin) is 60.6 kcal/mol. For the LUMO energy (spin up / spin down), the calculation gives 0.1 / 0.1 eV.


Computed max |F| (eV/Å) in order:
4.8; 4.0; 2.1